{"formula": "C52H104O22", "method": "ωB97M-V/def2-TZVPD", "elements": ["C", "C", "C", "O", "C", "H", "H", "H", "H", "H", "H", "H", "H", "C", "C", "C", "O", "C", "H", "H", "H", "H", "H", "H", "H", "H", "C", "C", "C", "O", "C", "H", "H", "H", "H", "H", "H", "H", "H", "C", "C", "C", "O", "C", "H", "H", "H", "H", "H", "H", "H", "H", "C", "C", "C", "O", "C", "H", "H", "H", "H", "H", "H", "H", "H", "C", "C", "C", "O", "C", "H", "H", "H", "H", "H", "H", "H", "H", "C", "C", "C", "O", "C", "H", "H", "H", "H", "H", "H", "H", "H", "C", "C", "C", "O", "C", "H", "H", "H", "H", "H", "H", "H", "H", "C", "C", "C", "O", "C", "H", "H", "H", "H", "H", "H", "H", "H", "C", "C", "C", "O", "C", "H", "H", "H", "H", "H", "H", "H", "H", "C", "O", "C", "O", "O", "C", "H", "H", "H", "H", "H", "H", "C", "O", "C", "O", "O", "C", "H", "H", "H", "H", "H", "H", "C", "O", "C", "O", "O", "C", "H", "H", "H", "H", "H", "H", "C", "O", "C", "O", "O", "C", "H", "H", "H", "H", "H", "H"], "positions_angstrom": [[-1.095, 0.984, -4.044], [-2.088, 1.130, -5.183], [-2.154, -0.286, -5.769], [-1.891, -1.160, -4.694], [-1.145, -0.512, -3.663], [-1.271, 1.618, -3.171], [-0.098, 1.252, -4.409], [-1.853, 1.919, -5.897], [-3.087, 1.398, -4.820], [-1.480, -0.449, -6.620], [-3.157, -0.492, -6.152], [-0.115, -0.848, -3.542], [-1.766, -0.699, -2.785], [-5.165, -1.592, -2.583], [-5.785, -0.198, -2.705], [-4.847, 0.605, -1.832], [-4.568, -0.212, -0.714], [-4.614, -1.567, -1.133], [-4.338, -1.695, -3.280], [-5.919, -2.370, -2.668], [-6.805, -0.205, -2.312], [-5.833, 0.178, -3.728], [-5.188, 1.600, -1.552], [-3.921, 0.756, -2.414], [-5.275, -2.133, -0.473], [-3.638, -2.069, -1.117], [1.910, 4.761, -0.191], [3.201, 4.942, 0.580], [3.081, 6.362, 1.134], [2.180, 7.033, 0.241], [1.816, 6.144, -0.795], [1.088, 4.579, 0.506], [1.933, 3.911, -0.868], [4.073, 4.965, -0.084], [3.445, 4.128, 1.265], [4.037, 6.888, 1.083], [2.700, 6.402, 2.157], [2.541, 6.245, -1.625], [0.880, 6.416, -1.290], [-2.419, -5.358, 1.396], [-3.353, -4.161, 1.315], [-4.621, -4.736, 0.674], [-4.439, -6.162, 0.567], [-3.051, -6.365, 0.420], [-2.268, -5.774, 2.392], [-1.385, -5.141, 1.101], [-2.931, -3.385, 0.673], [-3.599, -3.716, 2.278], [-4.793, -4.381, -0.347], [-5.496, -4.576, 1.304], [-2.681, -6.213, -0.597], [-2.784, -7.373, 0.735], [-0.018, -4.868, -1.983], [0.917, -5.335, -3.099], [1.741, -4.084, -3.413], [1.903, -3.460, -2.146], [0.675, -3.583, -1.455], [-0.104, -5.620, -1.203], [-1.001, -4.554, -2.330], [0.382, -5.754, -3.948], [1.632, -6.064, -2.715], [1.237, -3.466, -4.170], [2.762, -4.283, -3.732], [0.042, -2.720, -1.704], [0.769, -3.536, -0.370], [4.463, -0.127, -3.827], [3.738, 0.277, -5.094], [3.326, -1.092, -5.669], [4.362, -1.970, -5.306], [4.691, -1.661, -3.970], [3.918, 0.008, -2.888], [5.426, 0.370, -3.698], [4.444, 0.690, -5.813], [2.867, 0.919, -4.980], [3.268, -1.063, -6.758], [2.358, -1.457, -5.299], [5.701, -1.954, -3.691], [4.018, -2.173, -3.268], [0.376, -3.869, 5.089], [-0.506, -4.206, 3.854], [-0.256, -3.068, 2.873], [0.101, -1.948, 3.713], [0.810, -2.408, 4.835], [1.154, -4.613, 5.231], [-0.275, -3.871, 5.962], [-1.537, -4.178, 4.209], [-0.257, -5.198, 3.487], [-1.136, -2.788, 2.307], [0.605, -3.276, 2.228], [0.611, -1.831, 5.742], [1.901, -2.307, 4.710], [6.907, 1.560, 1.921], [5.875, 0.480, 1.537], [5.054, 1.113, 0.410], [5.599, 2.428, 0.199], [6.254, 2.832, 1.376], [7.822, 1.381, 1.357], [7.093, 1.486, 2.988], [5.192, 0.253, 2.354], [6.309, -0.450, 1.173], [3.984, 1.205, 0.632], [5.155, 0.627, -0.565], [5.593, 3.293, 2.123], [6.996, 3.580, 1.094], [-3.607, 3.413, 0.517], [-4.387, 4.333, 1.453], [-5.396, 4.896, 0.464], [-4.713, 5.030, -0.780], [-3.586, 4.175, -0.797], [-4.130, 2.454, 0.413], [-2.654, 3.115, 0.959], [-3.732, 5.156, 1.751], [-4.887, 3.851, 2.284], [-5.863, 5.839, 0.746], [-6.219, 4.171, 0.343], [-2.672, 4.766, -0.910], [-3.629, 3.491, -1.649], [0.516, 1.399, 4.535], [-0.484, 2.268, 3.823], [0.406, 3.215, 2.963], [1.702, 2.583, 2.954], [1.584, 1.267, 3.444], [0.096, 0.459, 4.897], [0.983, 1.849, 5.417], [-1.193, 2.837, 4.424], [-1.026, 1.679, 3.084], [0.582, 4.228, 3.324], [-0.008, 3.248, 1.950], [2.528, 0.882, 3.833], [1.258, 0.528, 2.693], [5.339, -4.070, 4.681], [4.899, -2.933, 3.939], [4.054, -3.214, 2.953], [3.522, -4.274, 2.768], [3.878, -2.099, 2.256], [2.950, -2.085, 1.180], [4.487, -4.459, 5.245], [6.155, -3.748, 5.313], [5.659, -4.892, 4.040], [2.661, -3.056, 0.788], [3.390, -1.474, 0.393], [2.028, -1.581, 1.485], [-2.426, -0.180, 1.632], [-1.583, 0.714, 0.902], [-0.565, 0.186, 0.238], [-0.380, -0.985, 0.039], [0.174, 1.187, -0.236], [1.291, 0.875, -1.047], [-1.827, -0.796, 2.300], [-2.959, -0.847, 0.953], [-3.217, 0.380, 2.121], [1.101, 0.224, -1.899], [2.163, 0.531, -0.483], [1.675, 1.807, -1.465], [-5.722, -2.690, 4.187], [-5.788, -1.419, 3.537], [-5.973, -0.370, 4.334], [-6.217, -0.404, 5.503], [-5.836, 0.731, 3.592], [-6.267, 1.934, 4.224], [-5.483, -3.392, 3.394], [-6.653, -3.007, 4.653], [-4.932, -2.670, 4.937], [-6.159, 2.736, 3.502], [-5.723, 2.185, 5.132], [-7.329, 1.855, 4.464], [4.677, 3.537, -2.656], [3.322, 3.249, -2.990], [2.779, 4.048, -3.890], [3.266, 5.058, -4.317], [1.604, 3.526, -4.236], [0.780, 4.340, -5.089], [4.785, 4.560, -2.311], [5.282, 3.385, -3.557], [5.059, 2.811, -1.950], [0.780, 5.357, -4.699], [-0.217, 3.934, -4.948], [1.120, 4.312, -6.118]]}

{"formula": "C52H104O22", "method": "ωB97M-V/def2-TZVPD", "elements": ["C", "C", "C", "O", "C", "H", "H", "H", "H", "H", "H", "H", "H", "C", "C", "C", "O", "C", "H", "H", "H", "H", "H", "H", "H", "H", "C", "C", "C", "O", "C", "H", "H", "H", "H", "H", "H", "H", "H", "C", "C", "C", "O", "C", "H", "H", "H", "H", "H", "H", "H", "H", "C", "C", "C", "O", "C", "H", "H", "H", "H", "H", "H", "H", "H", "C", "C", "C", "O", "C", "H", "H", "H", "H", "H", "H", "H", "H", "C", "C", "C", "O", "C", "H", "H", "H", "H", "H", "H", "H", "H", "C", "C", "C", "O", "C", "H", "H", "H", "H", "H", "H", "H", "H", "C", "C", "C", "O", "C", "H", "H", "H", "H", "H", "H", "H", "H", "C", "C", "C", "O", "C", "H", "H", "H", "H", "H", "H", "H", "H", "C", "O", "C", "O", "O", "C", "H", "H", "H", "H", "H", "H", "C", "O", "C", "O", "O", "C", "H", "H", "H", "H", "H", "H", "C", "O", "C", "O", "O", "C", "H", "H", "H", "H", "H", "H", "C", "O", "C", "O", "O", "C", "H", "H", "H", "H", "H", "H"], "positions_angstrom": [[14.524, 2.071, 18.619], [13.595, 2.152, 19.733], [14.402, 2.947, 20.709], [15.740, 2.412, 20.622], [15.900, 2.090, 19.255], [14.473, 2.966, 17.998], [14.528, 1.176, 17.997], [13.410, 1.195, 20.220], [12.621, 2.582, 19.501], [14.140, 2.819, 21.760], [14.428, 4.033, 20.623], [16.428, 1.136, 19.272], [16.412, 2.938, 18.799], [21.619, -5.113, 17.392], [20.491, -5.243, 18.397], [19.415, -5.884, 17.561], [19.582, -5.448, 16.233], [20.983, -5.283, 16.039], [22.440, -5.793, 17.619], [22.063, -4.118, 17.355], [20.238, -4.218, 18.670], [20.736, -5.662, 19.373], [18.448, -5.649, 18.006], [19.355, -6.972, 17.602], [21.211, -4.422, 15.411], [21.299, -6.178, 15.502], [19.615, 1.539, 20.353], [18.742, 2.183, 21.339], [18.760, 3.734, 21.016], [20.059, 3.886, 20.427], [20.702, 2.644, 20.174], [19.159, 1.386, 19.375], [20.112, 0.648, 20.738], [19.115, 2.126, 22.361], [17.797, 1.649, 21.442], [18.564, 4.388, 21.865], [18.023, 3.973, 20.249], [21.390, 2.577, 21.017], [21.217, 2.615, 19.213], [15.692, -0.769, 26.177], [15.211, 0.136, 25.092], [16.431, 0.470, 24.237], [17.571, 0.165, 25.121], [17.171, -0.996, 25.900], [15.164, -1.721, 26.225], [15.421, -0.246, 27.095], [14.854, 1.103, 25.446], [14.405, -0.393, 24.582], [16.494, 1.470, 23.809], [16.419, -0.171, 23.355], [17.796, -1.039, 26.792], [17.347, -1.881, 25.288], [19.387, -1.696, 11.653], [19.695, -2.930, 12.570], [19.423, -2.347, 13.994], [19.086, -1.001, 13.800], [19.733, -0.559, 12.570], [18.331, -1.534, 11.438], [19.955, -1.748, 10.723], [20.668, -3.419, 12.519], [19.009, -3.752, 12.371], [20.317, -2.273, 14.612], [18.617, -2.837, 14.541], [20.786, -0.298, 12.671], [19.392, 0.421, 12.236], [20.201, 3.171, 14.502], [19.141, 3.755, 15.418], [19.269, 3.064, 16.728], [20.049, 1.890, 16.419], [20.182, 1.746, 14.987], [21.126, 3.726, 14.662], [20.007, 3.272, 13.434], [18.201, 3.552, 14.903], [19.258, 4.839, 15.442], [18.237, 2.856, 17.011], [19.818, 3.683, 17.437], [19.377, 1.164, 14.538], [21.157, 1.309, 14.774], [15.868, 1.242, 14.980], [15.735, -0.200, 15.339], [14.478, -0.593, 14.588], [14.531, 0.216, 13.398], [15.633, 1.139, 13.501], [16.837, 1.683, 15.213], [15.089, 1.894, 15.374], [15.554, -0.232, 16.414], [16.497, -0.949, 15.125], [13.565, -0.276, 15.092], [14.410, -1.638, 14.285], [15.510, 2.071, 12.950], [16.457, 0.590, 13.044], [16.102, -6.736, 20.464], [17.304, -7.145, 21.237], [18.173, -5.888, 21.330], [17.507, -4.899, 20.527], [16.106, -5.249, 20.452], [15.196, -7.028, 20.994], [16.050, -7.041, 19.419], [17.839, -7.931, 20.705], [17.001, -7.469, 22.233], [19.161, -6.031, 20.894], [18.167, -5.426, 22.318], [15.590, -4.691, 19.671], [15.562, -4.856, 21.311], [19.700, -2.644, 23.067], [20.733, -2.428, 24.127], [21.538, -3.661, 23.990], [21.544, -3.899, 22.547], [20.625, -3.031, 21.953], [19.167, -1.711, 22.885], [18.965, -3.430, 23.241], [20.357, -2.385, 25.149], [21.244, -1.493, 23.898], [21.092, -4.447, 24.600], [22.545, -3.474, 24.363], [19.913, -3.443, 21.237], [21.108, -2.214, 21.417], [13.762, -4.390, 16.560], [15.088, -3.762, 16.678], [16.030, -4.453, 15.690], [15.395, -5.705, 15.429], [13.960, -5.406, 15.471], [12.946, -3.717, 16.297], [13.451, -4.830, 17.508], [15.549, -3.916, 17.654], [15.082, -2.701, 16.431], [16.930, -4.692, 16.257], [16.370, -3.879, 14.829], [13.474, -6.305, 15.850], [13.660, -5.150, 14.455], [13.215, -1.525, 18.643], [11.871, -0.947, 18.679], [10.748, -1.583, 19.041], [9.623, -1.042, 18.961], [10.949, -2.804, 19.401], [9.868, -3.678, 19.676], [13.124, -2.579, 18.379], [13.686, -1.449, 19.623], [13.954, -1.073, 17.982], [9.209, -3.720, 18.809], [9.338, -3.327, 20.562], [10.285, -4.651, 19.937], [15.155, -4.627, 24.662], [15.708, -4.804, 25.957], [17.004, -4.847, 26.131], [17.866, -4.924, 25.282], [17.196, -4.676, 27.459], [18.435, -4.253, 27.864], [15.454, -5.408, 23.962], [15.414, -3.712, 24.130], [14.078, -4.766, 24.749], [19.203, -5.025, 27.807], [18.315, -4.051, 28.929], [18.664, -3.269, 27.456], [22.755, -0.088, 17.711], [22.678, -1.215, 16.809], [23.069, -0.983, 15.533], [23.472, 0.038, 15.051], [23.085, -2.182, 14.955], [23.708, -2.411, 13.698], [22.559, -0.506, 18.698], [22.084, 0.745, 17.502], [23.782, 0.277, 17.714], [22.984, -2.455, 12.884], [24.171, -3.396, 13.647], [24.588, -1.794, 13.516], [15.988, -1.932, 21.489], [17.277, -1.776, 20.913], [17.307, -1.616, 19.551], [16.334, -1.604, 18.787], [18.580, -1.607, 19.183], [18.935, -1.395, 17.788], [16.155, -2.016, 22.562], [15.459, -2.727, 20.962], [15.399, -1.037, 21.288], [18.480, -2.249, 17.286], [20.015, -1.419, 17.646], [18.527, -0.423, 17.509]]}

Calculated values (kcal per mole) of energy above the lowest of the compared OMol25 structures with the same formula, charge and spin for the records, taken in order: 0.0, 90.7.
Calculated values (eV) of orbital gap for the records, taken in order: 9.685, 9.198.
Calculated values (eV) of HOMO level for the records, taken in order: -9.20, -9.12.